(1)
Below is C3H5GdO3 as an isolated structure in a non-equilibrium geometry, with properties calculated with ωB97M-V/def2-TZVPD.

The geometry in XYZ format:
```
12
C3H5GdO3 ωB97M-V/def2-TZVPD
C -0.6774 -2.6369 2.1115
H -0.1233 -1.8411 2.6183
O 0.6749 -1.4494 -1.1004
O -0.8263 -1.7460 0.4413
H -1.7353 -2.9130 2.0692
H 1.0567 -3.9737 2.2078
C 0.2396 -3.7122 1.5304
Gd -1.1752 -0.0326 -1.3779
C 0.2255 -2.1835 -0.1968
O 0.8856 -3.1492 0.3461
H -0.3122 -4.6002 1.2112
H -0.8809 -3.0979 3.6242
```

energy relative to the best compared isomer or geometry (same formula, charge and spin)	88.53	kcal per mole
calculated total energy	-1107.83061	Eh
F_max	2.5	eV/Å
total charge	+2
multiplicity	8
expectation value of S²	15.782

(2)
Below is one molecule with the formula C6H5FN2O2 in a non-equilibrium geometry, with properties calculated with ωB97M-V/def2-TZVPD.

The geometry in XYZ format:
```
16
C6H5FN2O2 ωB97M-V/def2-TZVPD
N 0.5766 1.2036 -0.2521
C 0.4413 -1.0538 0.3748
F 3.7693 -0.2473 -0.1097
H -4.1736 0.4557 -1.0342
N 1.7803 -1.2385 0.3324
C -0.1595 0.2218 0.0965
H -4.0602 -1.5575 -0.8927
C 2.4646 -0.1490 -0.0876
C 1.8493 1.1138 -0.3455
O -2.2070 1.2781 0.7364
H -4.0580 -0.7142 0.5957
H -0.1998 -1.9015 0.6980
C -3.7336 -0.5765 -0.3834
H 2.7470 1.8988 -0.5733
O -2.2583 -0.6617 -0.3803
C -1.6878 0.3364 0.1423
```

structure (SMILES)	COC(=O)c1cnc(F)cn1
energy relative to the best compared isomer or geometry (same formula, charge and spin)	0.00	kcal per mole
calculated total energy	-591.43425	Eh
F_max	5.6	eV/Å

(3)
Below is C32H46AsIrN3O3S2Si2 as an isolated structure in a non-equilibrium geometry, with properties calculated with ωB97M-V/def2-TZVPD.

The geometry in XYZ format:
```
90
C32H46AsIrN3O3S2Si2 ωB97M-V/def2-TZVPD
H 1.7646 1.1520 2.6969
H -1.2234 4.6937 -4.2792
H 2.4899 -3.9234 -0.4775
O 4.8830 1.4438 -0.8703
H -0.5357 5.6554 -1.3511
C 1.0465 2.0940 -1.1297
C 2.7642 -3.8155 0.5714
C 2.7695 -1.8043 -2.2947
C 0.0260 -5.0969 1.1249
C 4.2361 0.3507 -1.4116
Si 1.2015 -3.6927 1.6284
H -4.2815 2.0852 0.1892
H 0.1969 1.8391 3.1815
H -1.5495 -5.5793 -2.8237
H -3.1806 3.6692 -3.6171
N 0.9860 3.5205 -1.0812
H 5.9789 -0.7952 -1.9229
H 0.8198 -4.0365 4.0986
H -2.9717 -2.8026 4.0458
H -1.6410 6.9200 0.4638
H 3.3898 -4.6627 0.8558
C -0.9925 5.5684 1.9950
H -2.8254 -3.1154 2.3148
H 5.5084 2.4521 -2.5712
C 0.3473 3.7020 1.2711
H -4.4877 -3.7015 -0.8201
H -1.6340 -3.7822 3.4371
H -0.9894 -0.9576 5.4967
H -1.6038 3.2127 -5.2012
C -1.6056 2.6891 -2.5329
C -1.2771 1.9586 -1.3784
C -1.0918 6.0173 0.6937
H -0.2417 -4.9903 0.0762
C -2.4756 0.0498 2.7235
H -1.9886 1.0189 2.6003
H 3.3535 -2.9014 0.6637
H -3.0574 -0.1508 1.8214
C 1.1875 2.0705 2.7788
H -4.8694 -2.1078 -1.4898
C 0.2580 4.1606 -0.0574
C -2.2598 -2.9146 3.2261
H -1.4648 6.1126 2.8013
H 2.2279 -4.9388 3.5407
C 1.6898 -3.9953 3.4418
C -2.8217 -2.6794 -1.7342
C -0.8657 3.6970 -4.5572
C -0.4686 5.3101 -0.3255
C -2.2508 1.7578 -0.4123
C -2.2854 -5.0939 -2.1849
H 0.7650 3.8867 -1.9986
C 2.8310 0.3899 -1.4072
H 6.3284 2.8313 -1.0347
C -1.8875 -3.6598 -1.9600
H -4.6356 -3.4909 -2.5659
C 5.9133 2.0319 -1.6451
S -0.2131 -3.3404 -2.0218
H 2.2246 -2.6664 -2.6572
C -4.2899 -3.0147 -1.6457
C 4.1492 -1.8159 -2.3940
H 6.7058 1.3240 -1.8946
H -2.3093 -5.6418 -1.2390
H -4.8772 3.2581 -1.9125
C -3.8674 2.9097 -1.7444
H -3.1742 0.1349 3.5570
C 4.8981 -0.7517 -1.9113
H 2.9967 2.3210 -0.8332
O 1.0950 2.5835 1.4668
N -0.0085 1.3600 -1.2204
H 0.0727 3.7907 -5.0987
H -0.2036 4.0770 3.3067
C -2.9027 3.1400 -2.7167
N 2.2947 1.6371 -1.0736
Si -1.2202 -1.3415 3.0130
H 4.6522 -2.6692 -2.8300
O -0.5809 2.9201 -3.4113
C -0.3101 -0.9893 4.6443
H 0.2212 -0.0377 4.5972
H -3.2668 -5.1720 -2.6489
C 2.0628 -0.7173 -1.7743
H 0.5166 -6.0657 1.2413
H -1.9716 1.2081 0.4758
C -0.2826 4.4085 2.2814
H 1.7016 2.7683 3.4477
As 0.4170 -1.4832 1.3153
H 0.4319 -1.7658 4.8359
S -2.4163 -1.0268 -1.6555
H -0.8965 -5.1081 1.7071
Ir 0.0445 -0.9299 -1.0300
C -3.5371 2.2427 -0.5796
H 2.3437 -3.1984 3.8003
```

energy relative to the best compared isomer or geometry (same formula, charge and spin)	2.52	kcal per mole
calculated total energy	-5352.44947	Eh
F_max	3.2	eV/Å
multiplicity	2
expectation value of S²	0.837

(4)
Below is C4H4CsMgO5 as an isolated structure in a non-equilibrium geometry, with properties calculated with ωB97M-V/def2-TZVPD.

The geometry in XYZ format:
```
15
C4H4CsMgO5 ωB97M-V/def2-TZVPD
H -0.0193 -4.8549 0.4283
Cs -0.5337 2.8171 -1.3073
Mg -0.4851 -1.7653 1.2935
O -0.4442 -3.7864 -1.3025
O -1.0048 -2.5459 -2.9542
C -2.0081 -3.9755 0.4770
H -1.6235 -3.2185 -3.2778
H -2.6591 -3.3243 -0.2802
H -2.3998 -4.4661 1.3693
C -0.8168 -4.2798 -0.0460
C -0.0092 0.4225 2.1692
O -1.1375 -1.6993 -0.8830
O 0.3589 -0.5753 2.7905
C -0.8093 -2.5953 -1.6865
O -0.6180 0.4028 1.0747
```

energy relative to the best compared isomer or geometry (same formula, charge and spin)	0.00	kcal per mole
calculated total energy	-750.70806	Eh
F_max	3.0	eV/Å
total charge	+2
multiplicity	2
expectation value of S²	0.754

(5)
Below is C31H39FIN6O5Ru as an isolated structure, with properties calculated with ωB97M-V/def2-TZVPD.

The geometry in XYZ format:
```
84
C31H39FIN6O5Ru ωB97M-V/def2-TZVPD
C -1.3833 -4.1412 4.5496
H 1.7308 1.3992 -2.2760
C 1.4225 0.7707 3.9440
C 3.6985 1.3595 -1.3215
H 2.6383 1.9028 6.0902
H -2.4784 4.9420 -1.6956
O -0.4807 -1.5374 1.7863
H 0.2300 4.4596 -0.4727
O 1.1190 -5.7926 1.8856
H 2.6678 -1.5355 4.5892
C -0.4441 3.5699 2.1140
H 1.2712 5.7857 0.0598
C 0.4344 5.1456 0.3493
C -0.6860 -2.6498 -1.3813
C 4.5843 2.8813 0.4217
C -0.8143 1.9575 -3.4690
H 2.1813 -2.8764 2.8719
I -2.6593 -5.2308 0.3439
H 0.3270 -4.5288 -1.0250
C 0.7270 -1.7569 1.7373
C 3.4696 2.2412 -0.1015
C 4.4978 3.8179 1.4410
H 3.3685 -0.2548 2.4205
H -2.0136 2.8732 -0.4424
C 2.8352 0.6129 4.3410
H 2.7633 2.7548 -2.7024
C 3.2305 1.8381 5.1755
C 0.3447 -5.2660 2.6604
H -0.7908 3.1868 -5.2159
H -0.3501 1.1078 -3.9558
F -2.2154 -3.5959 5.4579
H 3.1260 5.0196 2.5691
C -2.0140 4.1033 -2.2039
H 3.7345 1.4660 2.5627
C 3.7247 0.5195 3.0991
C 3.7438 -0.1414 -1.0339
H 2.8010 -0.5383 -0.6614
C 3.2293 4.2019 1.8603
H 4.7461 0.2929 3.4184
H -0.6599 -6.9679 3.0844
C 2.7611 1.6840 -2.4864
H -0.4517 5.7707 0.4972
C -1.6719 4.2125 -3.5470
N 1.0733 1.8086 0.1281
C -1.0673 3.1242 -4.1684
N 0.3064 0.8754 3.6947
H 5.3859 4.2850 1.8497
H 3.9786 -0.7890 5.5132
C 2.0735 3.6175 1.3679
C -1.4795 -5.5705 4.3361
H 1.0004 5.0930 2.4075
C 0.7686 4.3596 1.6247
C -1.1429 1.8324 -2.1016
N -0.9280 0.6595 -1.4416
H 2.2968 -0.6202 6.0575
H 4.2866 1.7627 5.4442
H -1.9003 -1.0843 -1.6702
H 3.0880 2.7501 4.5948
H 4.4993 -0.3652 -0.2762
H 1.6472 -3.6245 1.3777
H -1.3319 4.2095 2.0681
C -0.5249 -3.3799 3.8642
C 2.9456 -0.6644 5.1814
N 0.3475 -3.9184 2.9483
N -1.8365 -2.0927 -1.8197
O 1.5997 -0.9816 1.2236
H -0.6186 2.6836 1.5106
Ru 0.3617 0.1557 -0.1976
C 1.3046 -3.0718 2.2497
H -1.8690 5.1250 -4.0967
H 4.7068 1.6286 -1.6599
O -2.2161 -6.3431 4.9191
C -0.5259 -4.0683 -1.4968
H 5.5562 2.6386 0.0002
N -0.5785 -6.0052 3.3753
H -1.1279 -4.6327 -2.1874
H 3.0838 1.1489 -3.3843
C 2.1719 2.4999 0.4629
H -2.6594 -2.6710 -1.7580
H -0.3143 3.2397 3.1430
H -0.4921 -2.3069 3.9840
H 3.9983 -0.6889 -1.9462
C -1.7542 2.9451 -1.4911
O 0.2411 -1.9373 -0.9121
```

energy relative to the best compared isomer or geometry (same formula, charge and spin)	12.68	kcal per mole
calculated total energy	-2401.93105	Eh
F_max	0.5	eV/Å
total charge	-2
multiplicity	6
expectation value of S²	8.790

Which value of F_max does entry 4 give? 3.0 eV/Å

What is the formula in the fourth record? C4H4CsMgO5